1.
# C4H7NO2

C4H7NO2 in the gas phase (ωB97M-V/def2-TZVPD, the OMol25 dataset).

```
14
Properties=species:S:1:pos:R:3:forces:R:3
C 0.01534 1.42681 -0.09951 0.055 -0.002 0.041
C -0.21128 -0.04588 -0.07306 -0.105 0.032 -0.119
N 0.15562 -0.84110 -1.13226 -0.186 -0.132 0.392
O 1.14428 -0.30498 -1.96306 0.059 -0.106 -0.284
C -0.98618 -0.71600 0.91284 -0.153 -0.094 -0.238
C 0.14805 -0.89088 1.86037 0.339 -0.021 0.192
O -0.96586 -0.00925 2.12604 -0.120 0.128 0.125
H -0.72577 1.88359 -0.76875 0.099 -0.059 0.048
H -0.15172 1.82733 0.90275 0.016 -0.123 -0.142
H 1.00963 1.68466 -0.46803 -0.146 -0.058 0.053
H 0.79145 -0.45255 -2.85228 0.116 0.142 0.156
H -1.72712 -1.49185 0.73349 0.156 0.115 -0.024
H 0.43971 -1.76566 -0.80279 -0.060 0.120 -0.257
H 1.06385 -0.30426 1.62426 -0.072 0.057 0.056
```
Positions in Å, forces in eV/Å.

Calculated values
Electronic energy (hartree): -361.628807

=====

2.
# C4H7NO2

C4H7NO2 in the gas phase (ωB97M-V/def2-TZVPD, the OMol25 dataset).

```
14
Properties=species:S:1:pos:R:3:forces:R:3
O 0.41756 1.53673 1.21201 -0.278 -0.081 0.163
C 0.68547 0.71470 0.09061 0.097 -0.178 -0.250
C -0.43918 0.74488 -0.96195 0.096 0.177 -0.044
N -1.37076 -0.37595 -0.96359 0.090 -0.270 0.327
C -1.23801 -1.28417 -0.09825 -0.153 0.134 -0.203
O -0.26838 -1.40298 0.84627 -0.035 0.015 -0.012
C 0.94600 -0.72417 0.50925 0.189 0.083 -0.045
H -0.37361 1.19588 1.64999 0.081 0.073 0.011
H 1.60635 1.12066 -0.34098 -0.121 -0.042 0.052
H -0.02608 0.83417 -1.97270 -0.008 -0.059 0.137
H -1.02567 1.65482 -0.79256 0.089 -0.077 -0.066
H -1.95065 -2.10641 -0.03445 0.069 0.145 0.025
H 1.43980 -1.27959 -0.29816 -0.054 0.084 0.048
H 1.56733 -0.75393 1.40624 -0.061 -0.004 -0.142
```
Positions in Å, forces in eV/Å.

Calculated values
Electronic energy (hartree): -361.825958
SMILES string: O[C@@H]1CN=COC1

=====

3.
# C4H7NO2

A molecular structure, C4H7NO2 (ωB97M-V/def2-TZVPD, the OMol25 dataset).

```
14
Properties=species:S:1:pos:R:3:forces:R:3
C 0.39960 -0.56047 1.73171 0.226 -0.284 0.195
C -0.84126 0.78537 0.82788 -0.149 0.329 -0.046
O 0.67016 0.70025 0.55154 -0.008 -0.051 0.102
C 0.87949 0.33636 -0.81162 0.039 -0.035 -0.049
C -0.48370 -0.10578 -1.29385 0.120 -0.075 -0.275
N -0.69050 -0.63037 -2.42396 -0.076 0.135 0.355
O -1.38559 0.12911 -0.32202 0.026 -0.078 -0.079
H -0.36002 -1.31145 1.52631 0.077 0.171 -0.006
H 0.31685 -0.13559 2.72522 -0.014 -0.046 -0.198
H 1.41063 -0.95970 1.54649 -0.142 0.077 0.004
H -1.09400 1.85294 0.72079 0.019 -0.134 -0.007
H 1.61615 -0.47030 -0.86777 -0.112 0.093 -0.011
H 1.24436 1.20596 -1.36723 -0.065 -0.101 0.039
H -1.68219 -0.83632 -2.54349 0.059 -0.001 -0.024
```
Positions in Å, forces in eV/Å.

Calculated values
Electronic energy (hartree): -361.637965

=====

4.
# C4H7NO2

2 unconnected molecules or ions with the total composition C4H7NO2 (ωB97M-V/def2-TZVPD, the OMol25 dataset).

```
14
Properties=species:S:1:pos:R:3:forces:R:3
C 1.50396 0.76994 0.31169 -0.102 0.131 0.127
N 0.67784 1.43546 1.00061 0.213 -0.177 -0.248
C -0.41269 2.07291 0.43246 -0.342 -0.062 -0.112
O -1.38771 1.49237 0.00281 0.360 0.206 0.321
H 1.47463 0.71559 -0.78029 -0.046 0.043 0.142
H 2.28207 0.20450 0.82538 -0.066 0.121 -0.055
H -0.36835 3.17281 0.49817 0.022 -0.078 -0.044
C -0.59723 -1.35749 -1.20988 0.018 -0.056 0.119
C -0.22727 -1.76202 0.00539 0.113 -0.117 -0.293
O -0.71459 -1.31112 1.18469 -0.174 0.162 -0.101
H -0.13042 -1.77574 -2.09341 -0.033 -0.035 0.149
H -1.37305 -0.60894 -1.34142 0.144 -0.105 0.006
H 0.54599 -2.51133 0.16318 -0.153 0.051 -0.048
H -1.27318 -0.53693 1.00062 0.045 -0.084 0.035
```
Positions in Å, forces in eV/Å.

Calculated values
Electronic energy (hartree): -361.788020
SMILES string: C=NC=O.C=CO

=====

5.
# C4H7NO2

2 unconnected molecules or ions with the total composition C4H7NO2 at a distorted geometry (ωB97M-V/def2-TZVPD, the OMol25 dataset).

```
14
Properties=species:S:1:pos:R:3:forces:R:3
O -1.96082 0.73430 -0.82572 -0.083 -0.001 0.367
C -2.07242 -0.44982 -0.45317 0.268 0.148 -1.261
N -1.92772 -0.97308 0.75533 0.913 0.252 0.704
C 0.68907 0.60813 -0.67636 -2.629 -1.649 2.202
C 0.51007 -0.20702 0.60297 -3.083 -0.054 -2.616
C 1.96072 0.34217 0.16818 5.552 0.842 -1.189
O 2.80068 -0.47576 -0.24971 -1.147 0.254 0.442
H -2.22331 -1.21029 -1.23917 -0.150 -0.024 0.080
H -1.84218 -0.21365 1.43342 -0.347 0.158 0.004
H 0.67787 0.10138 -1.63940 0.201 -0.223 0.496
H 0.27502 1.61781 -0.68491 0.461 -0.047 0.401
H 0.25451 0.22631 1.56042 0.247 0.360 -0.112
H 0.46466 -1.27985 0.51978 0.420 -0.084 0.020
H 2.39385 1.17939 0.72833 -0.622 0.069 0.461
```
Positions in Å, forces in eV/Å.

Calculated values
Electronic energy (hartree): -361.634187

=====

6.
# C4H7NO2

C4H7NO2 in the gas phase (ωB97M-V/def2-TZVPD, the OMol25 dataset).

```
14
Properties=species:S:1:pos:R:3:forces:R:3
C 1.52130 1.03210 -0.62713 -0.379 0.000 0.248
C -1.42933 -0.88844 0.88920 0.075 -0.209 0.104
C -0.21046 -0.67438 0.04633 -0.181 0.335 -0.209
C 0.64169 0.52012 0.45785 0.209 -0.185 -0.634
O 1.03959 1.54295 -1.70797 -0.361 -0.294 0.233
N 0.14183 -1.29750 -1.00320 0.153 -0.204 0.264
O 0.01056 1.73171 0.54398 0.296 0.013 0.198
H 0.06241 1.58952 -1.52867 0.412 0.024 -0.222
H 2.60598 1.09796 -0.56233 -0.073 0.268 0.134
H -0.45412 -2.10445 -1.19702 -0.129 0.178 0.009
H 1.25429 0.23639 1.33654 -0.056 0.027 -0.060
H -2.07138 -1.66982 0.48104 0.022 0.057 -0.005
H -1.13470 -1.16864 1.90476 -0.020 0.025 -0.026
H -1.97766 0.05250 0.96662 0.032 -0.035 -0.033
```
Positions in Å, forces in eV/Å.

Calculated values
Electronic energy (hartree): -361.740489

=====

7.
# C4H7NO2

A molecular structure, C4H7NO2 (ωB97M-V/def2-TZVPD, the OMol25 dataset).

```
14
Properties=species:S:1:pos:R:3:forces:R:3
C 0.95483 -1.26482 -0.01455 0.126 -0.119 -0.100
C 0.37139 0.05943 -0.59779 0.040 -0.070 0.449
C 0.91161 1.30407 0.17603 -0.218 0.239 0.336
O 0.29500 0.16428 -1.87253 -0.344 -0.303 -0.573
C -0.86012 0.34036 0.30793 -0.132 -0.127 -0.340
O -0.35297 1.19291 1.14754 0.591 -0.162 -0.568
N -2.09607 -0.07721 0.20189 0.203 0.204 0.112
H 1.96736 -1.38429 -0.41204 -0.107 0.033 0.072
H 0.98172 -1.32228 1.08609 0.007 0.108 -0.265
H 0.34815 -2.09531 -0.39652 0.121 0.164 0.067
H 0.72185 2.21311 -0.39366 0.087 -0.146 0.119
H 1.91357 1.28316 0.62586 -0.620 0.012 0.497
H -2.87848 0.22581 0.76721 0.211 0.069 -0.019
H -2.27784 -0.63923 -0.62546 0.035 0.097 0.213
```
Positions in Å, forces in eV/Å.

Calculated values
Electronic energy (hartree): -361.755908

=====

8.
# C4H7NO2

C4H7NO2 in the gas phase at a distorted geometry (ωB97M-V/def2-TZVPD, the OMol25 dataset).

```
14
Properties=species:S:1:pos:R:3:forces:R:3
N -1.73874 1.55538 1.05884 -0.032 0.060 -0.064
C -0.67590 0.75944 0.81173 0.055 -0.333 0.486
O -0.32506 -0.07465 1.64025 -0.747 0.345 0.670
C 0.21493 0.79732 -0.41040 -0.165 -0.373 -0.055
C 1.14797 -0.33755 -0.04947 0.598 -0.560 -1.940
C 0.81279 -1.72240 -0.44914 -0.280 0.323 1.301
O 1.32127 -1.17260 -1.59865 1.138 1.790 1.155
H -2.19354 1.39130 1.94712 0.026 0.144 -0.231
H -2.08466 2.27510 0.45038 0.122 -0.095 -0.100
H 0.69589 1.78302 -0.55065 -0.046 -0.534 0.143
H -0.20300 0.48766 -1.36586 -0.649 0.353 0.085
H 1.90177 0.00549 0.70523 0.218 -1.163 -1.474
H -0.25119 -1.97843 -0.41433 0.012 -0.108 -0.219
H 1.44766 -2.52117 -0.04485 -0.251 0.151 0.241
```
Positions in Å, forces in eV/Å.

Calculated values
Electronic energy (hartree): -361.767425
SMILES string: NC(=O)C[C@H]1CO1

=====

9.
# C4H7NO2

A molecular structure, C4H7NO2 (ωB97M-V/def2-TZVPD, the OMol25 dataset).

```
14
Properties=species:S:1:pos:R:3:forces:R:3
O -1.06179 -1.32305 1.02983 -0.165 -0.216 -0.348
C -0.60209 -0.37065 -0.45078 -0.473 0.152 0.209
C -1.20319 0.57554 0.39636 0.018 0.088 -0.193
N 0.39609 1.13522 -1.36294 0.152 0.156 0.180
C 0.83487 -0.10505 -0.77965 -0.009 -0.309 0.114
C 1.70380 -0.08911 0.46286 0.005 0.108 0.105
O 1.90919 0.91138 1.10585 -0.046 -0.305 -0.249
H -1.89054 -1.78829 0.81058 0.275 0.123 0.127
H -1.19099 -0.80984 -1.25150 0.130 0.075 0.190
H -0.60775 1.13604 1.10902 -0.023 -0.137 -0.136
H -2.27401 0.77016 0.35546 0.318 -0.092 0.002
H 0.65291 1.86251 -0.68176 -0.071 -0.082 -0.149
H 1.22205 -0.82651 -1.51185 -0.046 0.175 0.168
H 2.11145 -1.07836 0.76851 -0.064 0.264 -0.021
```
Positions in Å, forces in eV/Å.

Calculated values
Electronic energy (hartree): -361.645547

=====

10.
# C4H7NO2

C4H7NO2 in the gas phase at a distorted geometry (ωB97M-V/def2-TZVPD, the OMol25 dataset).

```
14
Properties=species:S:1:pos:R:3:forces:R:3
O -2.20969 1.13229 -1.00747 0.427 -0.040 -0.037
C -0.97612 1.23818 -1.07937 0.146 -0.158 0.131
C -0.09051 0.14537 -0.87852 -0.044 0.982 0.446
N -0.87390 -1.08022 -0.16536 0.407 0.560 -1.723
C 0.19101 -1.05942 0.87067 0.194 -0.013 -0.008
C 1.03476 0.01805 0.13239 -0.098 -0.168 -0.166
O 1.25872 1.20977 0.86527 0.375 -0.210 0.167
H -0.49209 2.20630 -1.32716 -0.156 -0.227 0.035
H -1.82784 -0.73591 0.01246 0.194 -0.290 -0.146
H -0.54727 -1.28844 -1.18935 -0.944 -0.857 1.477
H -0.22621 -0.64015 1.79066 0.077 -0.090 -0.175
H 0.63319 -2.04460 1.05637 -0.082 0.232 -0.028
H 1.98738 -0.36794 -0.26854 -0.221 0.182 0.143
H 2.13708 1.15607 1.27081 -0.276 0.098 -0.115
```
Positions in Å, forces in eV/Å.

Calculated values
Electronic energy (hartree): -361.709889
SMILES string: [O-]/C=C1\[NH2+]C[C@@H]1O

=====

11.
# C4H7NO2

A molecular structure, C4H7NO2 at a distorted geometry (ωB97M-V/def2-TZVPD, the OMol25 dataset).

```
14
Properties=species:S:1:pos:R:3:forces:R:3
C 0.75604 -0.70981 -2.39155 2.069 2.358 -6.392
C 0.41996 -0.95888 -1.09523 -3.409 -3.166 7.970
C -1.25653 1.09044 1.89174 -0.628 0.642 0.335
C 0.60731 -0.06358 0.04466 -1.448 2.741 -1.261
N -1.07969 0.60262 0.65527 1.092 -1.079 -0.979
O -0.32146 1.35935 2.67061 -1.731 -0.364 -0.920
O 1.13014 -0.60058 1.14186 0.585 -1.352 -0.608
H 0.82919 -1.38651 -3.19629 -0.474 -1.416 -0.229
H 1.40372 0.09546 -2.69612 -0.062 0.718 0.561
H -0.20773 -1.89262 -0.80843 1.323 1.489 -0.681
H -2.46970 1.32915 2.07485 2.910 -0.537 0.091
H 0.90538 0.97060 -0.36596 0.221 -1.432 1.273
H -1.87074 0.18162 0.18363 -0.072 0.281 0.162
H 1.15411 -0.01726 1.89097 -0.376 1.115 0.678
```
Positions in Å, forces in eV/Å.

Calculated values
Electronic energy (hartree): -361.616522
2S+1: 3
<S²>: 2.009

=====

12.
# C4H7NO2P

A gas-phase ion, C4H7NO2P (charge -1) at a distorted geometry (ωB97M-V/def2-TZVPD, the OMol25 dataset).

```
15
Properties=species:S:1:pos:R:3:forces:R:3
C 1.85548 1.21795 -0.21118 1.269 0.980 1.318
C -1.20849 0.58168 -0.14516 -1.442 -0.645 -1.295
C -0.01804 -0.42370 -0.01605 0.730 0.626 0.339
C 1.21873 -0.01641 -0.80883 2.097 -1.664 0.261
N 2.44122 -1.13375 -0.87836 -3.658 2.147 -0.985
O 1.41200 2.34177 -0.10883 -0.655 -0.241 -0.608
O 3.09023 0.99855 0.33739 -1.064 -0.067 -0.426
P 3.40953 -0.67299 0.29116 1.544 -0.979 1.224
H -1.59050 0.99182 0.81006 0.392 -0.309 -0.430
H -1.07383 1.46314 -0.84921 0.523 -1.072 0.992
H -2.08581 0.03315 -0.64576 0.984 0.613 0.861
H 0.39709 -0.49514 0.96028 -0.266 0.318 1.520
H -0.17863 -1.48104 -0.19281 -0.750 -0.019 -0.757
H 0.81074 0.30797 -1.73393 0.356 -0.104 -1.590
H 2.75243 -0.94752 1.63124 -0.062 0.415 -0.426
```
Positions in Å, forces in eV/Å.

Calculated values
Electronic energy (hartree): -703.220513
Charge: -1

=====

Result set for energy above the lowest of the compared OMol25 structures with the same formula, charge and spin: 6.8586, 1.4939, 6.6094, 2.5262, 6.7122, 3.8196, 3.4000, 3.0867, 6.4031, 4.6523, 1.5692, 1.5955 eV, one per record in the order listed.